a:
Below is a 2-piece molecular cluster, C4H12N3O overall, with properties calculated with wB97M-V/def2-TZVPD.

For the orbital gap, the calculation gives 9.844 eV. As for the charge: +1. The value obtained for the LUMO energy is -2.68 eV. Its molar mass is 118.2 g/mol.

Last column: Löwdin charge in e.
Element x y z (Å)
C  1.27350  2.38933  0.34256  -0.254
N  0.72567  2.49235  -0.87560  -0.007
C  0.47293  1.41478  -1.77952  -0.059
O  1.39308  1.31398  1.00998  -0.065
H  1.58456  3.36090  0.78791  0.153
H  0.74411  3.40289  -1.32995  0.153
H  0.26877  0.48538  -1.25607  0.065
H  1.30700  1.24560  -2.44375  0.097
H  -0.42898  1.63593  -2.33681  0.094
C  -1.51693  -1.77235  0.75620  -0.163
C  -0.13785  -1.86484  0.53675  -0.118
N  0.78914  -1.20936  1.47117  0.134
N  -2.44145  -2.15639  -0.16968  0.071
H  -1.92481  -1.32725  1.68514  0.137
H  0.31085  -2.25875  -0.36306  0.112
H  1.12464  -0.27751  1.12598  0.069
H  0.30633  -1.08760  2.40166  0.181
H  1.60233  -1.84956  1.69142  0.187
H  -2.20341  -2.40645  -1.10575  0.099
H  -3.24947  -1.53111  -0.14859  0.114

b:
Below is a 2-piece molecular cluster, C4H12N3O overall, with properties calculated with wB97M-V/def2-TZVPD.

For the orbital gap, the calculation gives 10.580 eV. As for the charge: +1. The value obtained for the LUMO energy is -3.25 eV. Its molar mass is 118.2 g/mol.

Last column: Löwdin charge in e.
Element x y z (Å)
C  1.74184  0.18763  2.69498  -0.028
C  0.62427  -0.15914  1.75734  -0.347
C  -0.14795  -1.23128  1.84121  0.111
N  0.56939  0.66809  0.53103  0.211
H  1.70946  -0.41581  3.59472  0.095
H  2.68073  0.11055  2.14520  0.097
H  1.66214  1.21625  3.06581  0.094
H  -0.74814  -1.58767  1.01927  0.064
H  -0.18124  -1.81610  2.74855  0.091
H  1.51281  0.91684  0.22300  0.172
H  0.04129  1.53738  0.65330  0.181
H  0.09733  0.14024  -0.26652  0.110
N  -1.92244  0.93749  -2.79827  0.176
C  -0.77994  0.22496  -2.72549  -0.669
N  -0.70995  -0.74447  -1.70226  0.101
O  0.16682  0.40814  -3.45146  0.078
H  -1.97152  1.66183  -3.49119  0.122
H  -2.78623  0.61488  -2.40079  0.107
H  -1.57800  -1.24501  -1.55118  0.110
H  0.01931  -1.42482  -1.88724  0.122

c:
Below is a 2-piece molecular cluster, C4H12N3O overall, with properties calculated with wB97M-V/def2-TZVPD.

For the orbital gap (spin up / spin down), the calculation gives 7.306 / 8.578 eV. As for the charge: +1. The value obtained for the LUMO energy (spin up / spin down) is -3.11 / -3.45 eV. Its molar mass is 118.2 g/mol.

Last column: Löwdin charge in e.
Element x y z (Å)
C  0.70837  -0.72858  -1.36983  -0.391
C  0.29608  -0.50738  2.57570  0.103
C  -1.91728  1.23187  0.52964  0.004
C  -0.50376  0.82472  0.17408  -0.443
N  0.36609  -1.77001  -2.15419  0.174
N  1.98026  -0.26854  -1.29375  0.180
N  -0.22881  -0.29123  -0.49920  0.170
O  0.44635  1.72776  0.20804  0.095
H  -0.01441  -1.44313  2.26745  -0.026
H  1.26269  -0.05296  2.30926  0.013
H  -0.35251  0.27232  2.90281  -0.015
H  -2.65923  0.45498  0.94583  0.125
H  -2.32664  1.56818  -0.41440  0.084
H  -1.86747  2.10728  1.24479  0.110
H  1.11035  -2.49853  -2.30975  0.156
H  -0.47068  -2.16058  -2.44467  0.097
H  2.63097  -0.59525  -2.08672  0.169
H  2.12897  0.69970  -0.94898  0.129
H  -0.92719  -0.92199  -0.57036  0.126
H  0.33786  2.35136  0.93425  0.141

Here is how they stack up, most stable first: b, a, c.

a:
Below is one molecule with the formula C5H5FOS, with properties calculated with wB97M-V/def2-TZVPD.

For the orbital gap, the calculation gives 9.452 eV. The value obtained for the LUMO energy is 0.16 eV. Its molar mass is 132.2 g/mol. The SMILES is O=C1[C@H](F)C[C@@H]2S[C@@H]12.

Last column: Löwdin charge in e.
Element x y z (Å)
O  -0.14596  -0.65592  2.44368  0.152
C  -0.11982  -0.65247  1.26430  -0.253
C  -1.03103  0.37980  0.39662  -0.227
F  -2.31960  0.11568  -0.04283  -0.011
C  -0.29489  0.73767  -0.91984  -0.050
C  1.12900  0.11935  -0.50903  -0.532
S  2.34427  -1.22520  -0.75420  0.928
C  0.79588  -1.10987  0.05284  -0.618
H  -1.16210  1.12449  1.12945  0.132
H  -0.08002  1.86414  -1.09836  0.140
H  -0.88449  0.32653  -1.70939  0.105
H  1.70448  0.71744  0.22695  0.112
H  0.06426  -1.74164  -0.48020  0.122

b:
Below is one molecule with the formula C5H5FOS, with properties calculated with wB97M-V/def2-TZVPD.

For the orbital gap, the calculation gives 8.776 eV. The value obtained for the LUMO energy is -0.09 eV. Its molar mass is 132.2 g/mol. The SMILES is C=C/C(=C/F)OC=S.

Last column: Löwdin charge in e.
Element x y z (Å)
C  -1.82054  -1.00490  -1.25898  0.015
C  -1.43422  -0.20549  -0.08643  -0.119
C  -0.01812  0.02274  0.16873  -0.332
C  0.86470  -1.05617  0.22167  -0.102
F  2.19135  -1.11658  0.18645  0.039
O  0.38942  1.35035  0.12946  -0.107
C  1.49239  1.75003  1.01011  -0.697
S  2.14603  3.18175  1.01334  0.752
H  -0.93944  -1.47021  -1.88882  0.081
H  -2.99921  -0.84231  -1.79625  0.132
H  -2.15671  0.59189  0.28318  0.116
H  0.43381  -1.99197  0.37709  0.098
H  1.85052  0.79087  1.64045  0.124

Here is how they stack up, most stable first: a, b.

a:
Below is one molecule with the formula C21H24N2O2S, with properties calculated with wB97M-V/def2-TZVPD.

For the orbital gap, the calculation gives 8.190 eV. The value obtained for the LUMO energy is 0.56 eV. Its molar mass is 368.5 g/mol. The SMILES is O=C(NC[C@H]1CCCO1)c1ccc2c(c1)N(Cc1ccccc1)CCS2.

Last column: Löwdin charge in e.
Element x y z (Å)
O  2.60837  1.87106  -1.68283  0.060
C  1.77277  1.06423  -1.31424  -0.452
N  1.16838  0.20422  -2.17179  0.083
C  1.56872  0.06802  -3.54799  -0.117
C  2.39172  -1.21462  -3.75058  -0.303
C  3.69958  -1.21968  -2.93485  -0.114
C  3.41403  -2.20958  -1.80500  -0.148
C  2.40686  -3.14380  -2.47180  -0.201
O  1.61064  -2.31978  -3.29791  -0.114
C  1.33608  0.96144  0.10655  -0.130
C  2.18490  1.46420  1.08851  -0.024
C  1.78505  1.42663  2.40616  -0.105
C  0.56786  0.86905  2.77270  -0.456
C  -0.28941  0.31059  1.80837  -0.201
C  0.11863  0.40501  0.47325  0.044
N  -1.50091  -0.28558  2.10745  -0.117
C  -2.10094  -1.17382  1.13283  -0.124
C  -2.82316  -0.44624  0.02154  -0.232
C  -3.48536  0.74741  0.27388  -0.031
C  -4.15261  1.40685  -0.74261  -0.075
C  -4.16895  0.87751  -2.02176  -0.090
C  -3.51482  -0.31493  -2.28033  -0.082
C  -2.84528  -0.97265  -1.26405  -0.056
C  -1.92099  -0.47009  3.47687  -0.239
C  -1.62998  0.76223  4.31198  -0.440
S  0.16628  0.93583  4.49458  0.943
H  0.62495  -0.56510  -1.81472  0.127
H  2.16486  0.94286  -3.81287  0.128
H  0.67455  0.02450  -4.17688  0.125
H  2.59377  -1.33462  -4.82446  0.145
H  4.52622  -1.57314  -3.55090  0.114
H  3.93882  -0.22519  -2.56637  0.108
H  2.95685  -1.70046  -0.95518  0.105
H  4.30339  -2.73428  -1.46466  0.111
H  2.92715  -3.89669  -3.08237  0.122
H  1.74328  -3.65470  -1.77132  0.119
H  3.12913  1.89681  0.79992  0.117
H  2.41252  1.83446  3.18420  0.101
H  -0.56196  0.08123  -0.29527  0.094
H  -2.82485  -1.80627  1.65677  0.132
H  -1.34122  -1.84222  0.70347  0.132
H  -3.46671  1.16423  1.26996  0.112
H  -4.66049  2.33725  -0.53595  0.103
H  -4.68766  1.39373  -2.81557  0.101
H  -3.52097  -0.73277  -3.27606  0.103
H  -2.33108  -1.90136  -1.47176  0.113
H  -3.00149  -0.65112  3.47519  0.123
H  -1.42830  -1.34022  3.94018  0.126
H  -2.04371  0.66635  5.31375  0.077
H  -2.01674  1.66316  3.83501  0.085

b:
Below is one molecule with the formula C21H24N2O2S, with properties calculated with wB97M-V/def2-TZVPD.

For the orbital gap, the calculation gives 8.317 eV. The value obtained for the LUMO energy is 0.20 eV. Its molar mass is 368.5 g/mol. The SMILES is O=S(=O)(CCc1ccc2[nH]cc(C[C@H]3CCCN3)c2c1)c1ccccc1.

Last column: Löwdin charge in e.
Element x y z (Å)
O  -1.77363  3.45712  -2.00391  -0.342
S  -0.83254  3.87663  -0.93241  0.762
O  0.31248  4.78759  -1.44554  -0.380
C  -0.06046  2.41298  -0.25799  -0.261
C  -1.12941  1.40285  0.20972  -0.167
C  -0.52038  0.17855  0.95596  -0.162
C  0.13238  0.32106  2.22575  -0.025
C  0.64034  -0.86488  2.82755  -0.006
C  0.64523  -2.12450  2.20448  -0.206
N  1.08531  -3.40373  2.63422  0.077
C  0.96568  -4.26734  1.53816  -0.038
C  0.42907  -3.54369  0.52008  -0.193
C  -0.07242  -4.18063  -0.76034  -0.110
C  0.79288  -4.08924  -1.93435  -0.345
C  1.36453  -2.70997  -2.25966  -0.163
C  2.43284  -2.97600  -3.35648  -0.158
C  2.99986  -4.30361  -2.91999  -0.220
N  2.12182  -4.74355  -1.82545  -0.031
C  0.23083  -2.16826  0.88268  -0.132
C  -0.40448  -1.08115  0.25545  0.058
C  -1.71304  4.74134  0.38671  -0.249
C  -0.91098  5.43157  1.36696  -0.028
C  -1.63652  6.06281  2.34240  -0.129
C  -2.94370  6.33704  2.31753  -0.083
C  -3.69315  5.79182  1.25952  -0.074
C  -3.13766  4.95846  0.28985  -0.039
H  0.37096  1.97665  -1.16184  0.106
H  0.82646  2.54972  0.44812  0.138
H  -1.66272  1.18201  -0.65962  0.086
H  -1.69070  2.03609  0.95592  0.123
H  0.05619  1.25166  2.72048  0.091
H  1.17654  -0.85389  3.76135  0.097
H  1.71369  -3.49043  3.46045  0.166
H  1.41890  -5.18853  1.36112  0.108
H  -0.98053  -3.70004  -0.99837  0.109
H  -0.18039  -5.26529  -0.44055  0.144
H  0.24686  -4.38288  -2.81722  0.144
H  0.67166  -2.00956  -2.60899  0.087
H  1.76688  -2.25653  -1.38475  0.101
H  3.19999  -2.17719  -3.36049  0.115
H  1.93918  -3.09850  -4.31224  0.101
H  3.94288  -4.25648  -2.48326  0.082
H  3.08366  -5.05060  -3.77447  0.125
H  2.49504  -4.59298  -0.87317  0.109
H  -0.83255  -1.27025  -0.59274  0.051
H  0.12735  5.40304  1.37757  0.096
H  -1.09921  6.56363  3.14814  0.116
H  -3.42196  7.01524  3.07814  0.132
H  -4.77709  5.73965  1.18240  0.106
H  -3.71597  4.57215  -0.54689  0.114

Here is how they stack up, most stable first: a, b.